This record from OMol25 describes a 10-piece molecular cluster, C48H114N14O10 overall. The level of theory is wB97M-V/def2-TZVPD.

Output
M = 1047.5 g mol⁻¹
relative energy (zero: lowest compared OMol25 entry of this formula, charge and spin) = 2.240 eV
SMILES string = CC1(C)CCCC(C)(C)N1O.CC1(C)CCCC(C)(C)N1O.CC1(C)CCCC(C)(C)N1O.CC1(C)CCCC(C)(C)N1O.COC[C@H](C)N.COC[C@H](C)N.NC(N)=O.NC(N)=O.NC(N)=O.NC(N)=O
frontier orbital gap = 7.58 eV
lowest unoccupied orbital energy = -0.16 eV

Element x y z (Å)
C 4.5082 1.0422 -1.3454
C 5.1596 0.4695 -2.6075
C 5.4913 1.5882 -3.5881
C 6.4977 -0.1385 -2.1855
C 6.4261 -1.5974 -1.6668
C 5.6572 -2.4332 -2.7147
C 4.1960 -1.9779 -2.9407
C 3.6186 -2.8023 -4.0907
C 3.4078 -2.1979 -1.6283
N 4.2816 -0.5527 -3.2403
O 3.0601 0.0084 -3.6818
H 4.8885 2.0071 -1.0058
H 3.4249 1.1214 -1.4870
H 4.5483 0.4128 -0.4517
H 6.1105 2.3150 -3.0614
H 5.9985 1.2933 -4.5049
H 4.5513 2.0938 -3.8317
H 7.3424 0.0463 -2.8524
H 6.8672 0.4133 -1.3124
H 7.3478 -2.1277 -1.4328
H 5.8093 -1.7219 -0.7737
H 5.6407 -3.4763 -2.3889
H 6.1063 -2.4337 -3.7120
H 4.2110 -2.6126 -4.9814
H 2.5507 -2.5777 -4.1447
H 3.5856 -3.8533 -3.7950
H 2.3539 -2.1860 -1.9236
H 3.5724 -1.4353 -0.8736
H 3.6220 -3.1977 -1.2454
H 3.3218 0.5449 -4.4385
C -1.3916 3.1801 -0.0114
C -1.8542 1.7287 0.0858
C -3.3929 1.5525 0.1560
C -1.5128 0.8669 -1.1298
C -0.0446 0.5174 -1.1785
C 0.2652 -0.3412 0.0475
C -0.0040 0.3878 1.3580
C -0.0152 -0.7660 2.3972
C 1.1981 1.3036 1.6716
N -1.3313 1.0521 1.2807
O -1.4965 1.7780 2.5146
H -0.3276 3.3341 0.1517
H -1.6250 3.6331 -0.9781
H -2.0085 3.7207 0.7096
H -3.8258 2.1326 0.9782
H -3.8500 1.9356 -0.7605
H -3.7359 0.5300 0.3054
H -2.0988 -0.0524 -1.0965
H -1.6691 1.3876 -2.0775
H 0.0816 0.0692 -2.1675
H 0.5968 1.4045 -1.1688
H 1.2576 -0.7915 0.0833
H -0.4106 -1.1991 -0.0513
H -0.1474 -0.5180 3.4536
H 0.9430 -1.2873 2.3872
H -0.8635 -1.4242 2.2088
H 1.3338 2.1236 0.9669
H 2.1230 0.7328 1.7516
H 1.0529 1.6963 2.6815
H -0.7588 2.4062 2.4966
C -6.3443 1.9437 -2.9667
C -6.8076 0.6953 -3.7055
C -7.6419 -0.1642 -2.7281
C -7.7538 1.1228 -4.8287
C -7.1027 1.6575 -6.1085
C -5.9631 0.7657 -6.5536
C -5.0170 0.3214 -5.4202
C -4.2882 -0.9019 -6.0669
C -3.8757 1.3233 -5.1604
N -5.7476 -0.1434 -4.2522
O -4.9498 -0.8452 -3.3435
H -6.0879 2.7724 -3.6298
H -7.1011 2.3675 -2.2997
H -5.5083 1.8177 -2.2726
H -8.3026 -0.8946 -3.2085
H -7.0528 -0.8820 -2.1500
H -8.2985 0.3780 -2.0486
H -8.3759 0.2799 -5.1440
H -8.4498 1.8396 -4.3878
H -7.8390 1.7033 -6.9131
H -6.8233 2.6962 -5.9069
H -5.4314 1.3621 -7.2941
H -6.3991 -0.1607 -6.9303
H -4.9563 -1.7620 -6.1262
H -3.3007 -1.1497 -5.6738
H -4.0074 -0.6477 -7.0940
H -3.1468 0.9317 -4.4457
H -4.2134 2.1552 -4.5302
H -3.4135 1.7546 -6.0444
H -5.1219 -1.7854 -3.4640
C 4.2842 3.7383 7.1147
C 5.1976 2.5270 7.2352
C 6.6163 3.0004 7.5256
C 4.8195 1.5731 8.4279
C 3.5983 0.7553 8.0884
C 3.7497 -0.0847 6.8001
C 4.1418 0.8216 5.5997
C 4.5554 -0.1287 4.4766
C 2.8339 1.5413 5.2011
N 5.2236 1.7052 6.0193
O 5.7645 2.3846 4.9070
H 3.3834 3.6645 7.7326
H 4.7621 4.6559 7.4564
H 3.9174 3.8651 6.0977
H 7.1673 3.3126 6.6393
H 6.6393 3.8350 8.2305
H 7.2314 2.2765 8.0670
H 5.6485 0.9853 8.8231
H 4.6173 2.2616 9.2564
H 3.2959 0.0067 8.8261
H 2.7030 1.3774 8.0170
H 2.7466 -0.5014 6.6988
H 4.4671 -0.8892 6.9715
H 4.7193 0.4046 3.5368
H 3.7287 -0.8205 4.3239
H 5.5030 -0.5955 4.7457
H 2.4137 2.2011 5.9606
H 1.9884 0.9014 4.9401
H 3.0836 2.1676 4.3379
H 6.6966 2.1461 4.8925
C 1.7365 6.1494 -3.4889
O 2.2459 4.8572 -3.6755
C 1.2721 3.8473 -3.8359
C 1.2507 3.4712 -5.3059
C 0.6995 4.5105 -6.2684
N 0.3428 2.3105 -5.4779
H 1.3015 6.2592 -2.4881
H 0.8654 6.3166 -4.1390
H 2.4523 6.9169 -3.7729
H 1.5011 3.0248 -3.1509
H 0.2659 4.1433 -3.5136
H 2.2581 3.2651 -5.6834
H 1.4465 5.2945 -6.4048
H -0.2357 4.9795 -5.9464
H 0.3722 4.0644 -7.2076
H 0.4285 1.8167 -6.3614
H 0.6305 1.5517 -4.8567
C -1.2363 -3.1790 -3.0412
O -0.1374 -3.7685 -3.6968
C -0.2015 -5.1718 -3.8271
C 0.0758 -5.9226 -2.5470
C 1.3999 -5.5563 -1.9113
N 0.0925 -7.3900 -2.7212
H -1.1597 -2.0978 -3.1622
H -1.2419 -3.4242 -1.9760
H -2.1885 -3.4506 -3.5122
H -1.2004 -5.4378 -4.2152
H 0.4053 -5.3752 -4.7145
H -0.6902 -5.6328 -1.8143
H 1.5291 -6.0547 -0.9514
H 1.5063 -4.4711 -1.9412
H 2.2196 -5.9417 -2.5260
H -0.7961 -7.6135 -3.1634
H 0.1261 -7.8504 -1.8213
N -1.9382 -3.5106 3.5602
C -1.3470 -4.2443 4.5320
N -1.7257 -3.8558 5.7764
O -0.4663 -5.0873 4.3598
H -2.0154 -3.8692 2.6297
H -2.6291 -2.8505 3.8686
H -1.4324 -4.5200 6.4725
H -2.3506 -3.0868 5.9161
N -5.7591 -1.4767 0.7121
C -5.4078 -2.5743 1.4086
N -4.2501 -3.1344 0.9049
O -6.0037 -3.0507 2.3720
H -6.6780 -1.0710 0.7787
H -5.2109 -1.0905 -0.0353
H -4.0602 -2.8332 -0.0307
H -3.8610 -3.9507 1.3340
N -3.6640 -0.5692 3.1668
C -3.6758 -0.3385 4.5082
N -4.6170 -1.0543 5.1880
O -2.8412 0.3522 5.0955
H -3.0353 -0.0028 2.6079
H -4.4603 -1.0367 2.7751
H -5.3947 -1.4213 4.6611
H -4.6274 -1.1309 6.1874
N -1.4544 0.3161 7.3985
C -0.3327 -0.4387 7.1959
N -0.4331 -1.0930 5.9892
O 0.5228 -0.7378 8.0285
H -2.1583 0.3754 6.6447
H -1.6334 0.5816 8.3521
H -1.2400 -0.8230 5.4603
H 0.0229 -1.9812 5.8905